24
Properties=species:S:1:pos:R:3:forces:R:3 method="wB97M-V/def2-TZVPD" e_tot_ev=-29879.6625 orbital_gap_ev=8.260 e_homo_ev=-4.72 e_above_lowest_ev=0.233 max_force_ha_per_bohr=0.123 smiles="CC(C)N=[S@@](=O)([O-])N(C)C(=O)N=C=O" charge=-1
C 1.9423 1.4800 0.0553 -0.82 -0.43 0.98
C 3.2275 -0.4856 -0.6624 3.03 -1.94 -1.74
C -1.5590 0.5731 -1.1078 0.87 -1.31 -1.65
C -2.2618 -1.7830 -0.5592 -0.59 0.43 -0.26
C 0.3968 1.7826 1.8584 -2.44 0.89 0.17
C -1.1438 -0.9220 -1.1364 -2.32 1.90 -2.17
N 2.7546 0.6031 -0.6642 -1.71 3.06 0.46
N 1.1369 0.9004 1.0416 0.96 -1.98 -1.03
N 0.1104 -1.0598 -0.6633 4.59 -0.99 4.28
O 1.9728 2.6882 -0.1483 0.06 -0.86 0.14
O 4.0354 -1.2582 -1.0558 -1.26 -0.24 1.03
O -0.1573 -1.3737 1.9504 0.14 1.10 -0.08
O 1.9929 -1.5800 0.7835 -0.28 0.52 0.74
S 0.6674 -0.9631 0.8309 -0.33 -0.06 -3.52
H -2.4906 0.6220 -1.6239 -0.93 0.61 -0.16
H -1.6263 0.6311 -0.0781 -0.55 1.50 2.18
H -0.7945 1.2205 -1.5725 -0.36 -0.28 0.44
H -2.7141 -2.4053 -1.3036 -0.29 -0.34 -0.79
H -3.1104 -1.2222 -0.1165 0.71 -0.15 0.16
H -1.8048 -2.4603 0.1118 0.14 -0.59 1.18
H 1.0360 2.5305 2.3130 0.12 0.22 -0.03
H -0.4294 2.3014 1.2808 0.96 -0.12 0.36
H -0.1838 1.2982 2.6650 0.72 -0.40 -0.35
H -0.9974 -1.1179 -2.1987 -0.43 -0.55 -0.34